(1)
C21H50AsCl8F6N2O5 as an isolated structure at a distorted geometry. Source: OMol25; level of theory: ωB97M-V/def2-TZVPD.

HOMO energy (spin up / spin down)   -9.647 / -9.647 eV
Expectation value of S²   0.758

Geometry as ORCA input:
```
! RIJCOSX wB97M-V def2-TZVPD def2/J DEFGRID3
* xyz 0 2
As -0.283 -0.681 0.277
F 1.484 -0.769 0.238
F -0.206 -1.219 2.021
F -2.051 -0.591 0.405
F -0.246 -0.294 -1.507
F -0.349 -2.444 -0.111
F -0.153 1.063 0.681
Cl -1.895 3.412 3.744
C -1.839 2.160 2.549
C -3.271 2.049 2.022
Cl -4.394 1.030 2.924
H -1.499 1.234 3.012
H -1.179 2.581 1.790
H -3.301 1.647 1.009
H -3.748 3.023 1.914
Cl 2.662 6.053 -1.418
C 2.863 4.917 -0.073
C 1.757 3.959 0.183
Cl 0.260 4.763 0.704
H 3.097 5.455 0.845
H 3.666 4.212 -0.286
H 2.079 3.472 1.104
H 1.503 3.150 -0.502
Cl -4.676 -3.428 2.231
C -2.896 -3.269 1.939
C -2.284 -4.577 2.392
Cl -2.586 -4.926 4.143
H -2.635 -2.380 2.513
H -2.896 -3.080 0.866
H -1.219 -4.760 2.255
H -2.815 -5.313 1.789
Cl 4.350 -1.110 3.888
C 3.584 0.069 2.730
C 2.457 0.823 3.422
Cl 3.148 1.844 4.709
H 3.187 -0.582 1.951
H 4.316 0.702 2.227
H 1.767 0.144 3.924
H 1.896 1.445 2.724
C -0.484 -2.548 4.973
C -0.743 -2.212 6.417
C -1.825 -3.060 7.037
O 0.435 -2.446 7.164
H -1.347 -2.368 4.332
H -0.121 -3.572 4.883
H 0.283 -1.895 4.559
H -0.961 -1.144 6.450
H -1.436 -4.076 6.980
H -2.753 -3.024 6.465
H -2.054 -2.766 8.062
H 0.333 -1.936 7.971
C 2.946 -1.690 -3.956
C 1.532 -1.269 -4.345
C 1.322 -1.289 -5.919
O 0.617 -2.147 -3.755
H 3.609 -0.924 -4.361
H 3.243 -2.671 -4.327
H 3.039 -1.582 -2.875
H 1.448 -0.280 -3.895
H 1.661 -2.204 -6.406
H 1.802 -0.451 -6.423
H 0.240 -1.232 -6.037
H 0.563 -1.854 -2.842
C -3.936 -1.993 -2.339
C -3.431 -0.690 -3.053
C -3.008 -1.090 -4.476
O -4.501 0.270 -3.153
H -4.342 -1.729 -1.363
H -3.176 -2.775 -2.342
H -4.788 -2.390 -2.890
H -2.633 -0.240 -2.462
H -2.369 -1.973 -4.457
H -2.413 -0.258 -4.854
H -3.834 -1.402 -5.116
H -4.151 1.134 -3.382
O 4.597 0.742 -0.087
C 4.127 1.099 -1.143
N 2.820 0.946 -1.439
C 4.874 1.892 -2.172
H 2.439 1.563 -2.142
H 2.216 0.397 -0.845
H 4.386 1.952 -3.145
H 5.849 1.406 -2.209
H 4.969 2.889 -1.741
O 1.348 2.684 -3.204
C 0.146 2.925 -3.379
N -0.718 1.845 -3.392
C -0.303 4.398 -3.360
H -1.666 2.084 -3.646
H -0.381 0.893 -3.423
H 0.179 4.893 -2.517
H -1.390 4.427 -3.437
H 0.086 4.957 -4.210
*
```

(2)
C42H48N11O3Pb as an isolated structure. Source: OMol25; level of theory: ωB97M-V/def2-TZVPD.

HOMO energy   -9.035 eV

Geometry as ORCA input:
```
! RIJCOSX wB97M-V def2-TZVPD def2/J DEFGRID3
* xyz 1 1
Pb 0.767 0.044 -0.786
C 3.722 2.359 -0.785
C 4.377 1.152 -0.083
C 4.024 1.016 1.376
C 4.913 1.448 2.358
C 4.610 1.241 3.692
C 3.411 0.624 4.017
C 2.567 0.263 2.983
N 2.863 0.440 1.694
N 2.685 2.010 -1.763
C 3.231 1.316 -2.942
C 2.306 0.199 -3.406
C 2.774 -0.682 -4.596
C 1.833 -0.744 -5.744
C 0.616 -0.209 -5.658
C 0.195 0.474 -4.436
N 0.934 0.704 -3.423
C 1.944 3.208 -2.149
C 0.660 3.510 -1.404
C 0.253 4.835 -1.293
C -1.019 5.121 -0.831
C -1.859 4.070 -0.502
C -1.371 2.783 -0.605
N -0.134 2.502 -1.028
H 4.504 2.937 -1.296
H 3.268 3.012 -0.037
H 5.459 1.240 -0.158
H 4.072 0.238 -0.601
H 5.838 1.934 2.077
H 5.296 1.555 4.468
H 3.139 0.427 5.045
H 1.603 -0.193 3.191
H 4.200 0.876 -2.703
H 3.384 2.018 -3.772
H 3.811 -0.542 -4.902
H 2.149 -1.274 -6.634
H -0.089 -0.275 -6.475
H -0.834 0.826 -4.374
H 1.619 3.084 -3.183
H 2.594 4.090 -2.120
H 0.926 5.630 -1.587
H -1.356 6.147 -0.754
H -2.871 4.235 -0.166
H -1.999 1.936 -0.353
N 1.454 -3.855 -1.392
C 1.811 -5.171 -0.793
C 0.921 -5.526 0.406
C 1.100 -4.593 1.615
N 0.549 -3.264 1.345
C 2.590 -4.519 1.981
C 3.549 -4.203 0.824
N 3.414 -2.811 0.372
C 3.278 -5.162 -0.346
H 0.450 -3.734 -1.508
H 1.952 -3.666 -2.323
H 1.801 -3.120 -0.747
H 1.675 -5.917 -1.576
H 1.193 -6.533 0.727
H -0.130 -5.555 0.102
H 0.587 -5.060 2.463
H 0.703 -2.653 2.139
H -0.454 -3.312 1.202
H 2.873 -5.496 2.377
H 2.734 -3.792 2.787
H 4.564 -4.395 1.190
H 4.124 -2.577 -0.313
H 3.479 -2.150 1.139
H 3.530 -6.172 -0.020
H 3.925 -4.919 -1.194
C -5.680 5.782 1.420
O -6.045 4.956 2.506
C -6.119 3.616 2.299
C -5.899 2.982 1.079
C -5.980 1.595 0.991
C -6.319 0.837 2.104
C -6.613 1.492 3.301
C -6.482 2.858 3.410
N -6.570 -0.564 2.087
N -5.901 -1.416 1.484
C -4.629 -1.261 0.872
C -4.479 -1.992 -0.290
C -3.304 -2.001 -1.037
C -2.166 -1.316 -0.625
O -1.058 -1.351 -1.308
C -2.273 -0.614 0.640
N -1.149 0.008 1.082
C -1.164 0.648 2.228
C -2.277 0.641 3.081
C -3.414 -0.001 2.672
C -3.481 -0.596 1.390
H -5.659 6.797 1.806
H -6.407 5.724 0.606
H -4.688 5.522 1.045
H -5.700 3.554 0.183
H -5.829 1.108 0.034
H -6.940 0.898 4.146
H -6.693 3.370 4.340
H -5.344 -2.550 -0.631
H -3.250 -2.565 -1.960
H -0.251 1.166 2.512
H -2.222 1.114 4.052
H -4.261 -0.063 3.337
O 2.668 -3.028 -3.602
C 2.597 -1.798 -3.536
N 2.298 -0.984 -2.525
*
```

(3)
C26H20As2F6N3P2PdS4Se2 as an isolated structure. Source: OMol25; level of theory: ωB97M-V/def2-TZVPD.

HOMO energy (spin up / spin down)   -8.276 / -8.276 eV
Expectation value of S²   0.759

Geometry as ORCA input:
```
! RIJCOSX wB97M-V def2-TZVPD def2/J DEFGRID3
* xyz 0 2
Pd 1.879 -1.152 3.478
S -0.495 -0.327 7.571
As 0.819 -1.553 6.473
S 2.644 -0.715 5.585
S 0.042 -2.008 4.441
S 0.974 -3.032 7.920
Se 1.630 -0.982 -3.295
P -0.100 -1.325 -2.160
C -1.006 -2.825 -2.632
C -0.285 -4.020 -2.686
C -0.914 -5.190 -3.073
C -2.257 -5.178 -3.427
C -2.967 -3.988 -3.407
C -2.344 -2.812 -3.012
C -1.322 0.016 -2.221
C -1.172 1.034 -3.158
C -2.149 2.009 -3.291
C -3.291 1.955 -2.505
C -3.454 0.934 -1.578
C -2.467 -0.027 -1.427
C 0.314 -1.570 -0.405
C 0.521 -0.767 0.715
N 1.062 -1.598 1.644
N 1.169 -2.807 1.160
N 0.728 -2.811 -0.072
P 0.438 0.930 1.203
Se 0.840 0.950 3.407
C 1.600 1.961 0.321
C 1.521 1.978 -1.070
C 2.433 2.726 -1.793
C 3.416 3.448 -1.131
C 3.499 3.419 0.254
C 2.593 2.672 0.988
C -1.203 1.641 1.156
C -1.400 2.936 0.692
C -2.657 3.516 0.812
C -3.694 2.809 1.399
C -3.494 1.509 1.856
C -2.251 0.922 1.735
H 0.763 -4.027 -2.423
H -0.350 -6.113 -3.108
H -2.747 -6.096 -3.725
H -4.007 -3.968 -3.706
H -2.909 -1.891 -3.024
H -0.282 1.043 -3.777
H -2.026 2.799 -4.019
H -4.062 2.707 -2.619
H -4.351 0.885 -0.977
H -2.598 -0.830 -0.710
H 0.778 1.395 -1.595
H 2.386 2.722 -2.874
H 4.138 4.019 -1.700
H 4.288 3.952 0.765
H 2.693 2.611 2.063
H -0.583 3.488 0.246
H -2.819 4.523 0.454
H -4.668 3.270 1.502
H -4.308 0.960 2.311
H -2.080 -0.082 2.110
F 3.413 -0.239 1.086
As 4.860 -0.569 2.017
F 4.095 0.385 3.296
F 6.174 -0.925 3.047
F 3.951 -1.954 2.727
F 5.444 -1.580 0.776
F 5.607 0.840 1.390
*
```

For reference, electronic energy by record: -213129.832; -72109.165; -365833.116 eV.